# 1
This record from the OMol25 dataset describes Cl5O20Pb as an isolated structure in a non-equilibrium geometry. The level of theory is wB97M-V/def2-TZVPD.

The geometry in XYZ format:
```
26
Properties=species:S:1:pos:R:3:nbo_charge:R:1
O -3.79 -2.31 -0.15 -0.857
O 1.08 -2.69 2.26 -0.856
O 1.82 -1.60 -0.90 -0.915
O 2.39 -1.78 -3.08 -0.878
O 1.76 2.14 1.66 -0.845
O -2.73 -2.20 1.97 -0.806
O 2.53 -0.86 3.06 -0.835
Cl 1.23 -1.46 3.06 2.550
Cl -2.74 -1.73 0.63 2.516
O -2.65 2.08 -2.86 -0.838
O 0.84 3.97 0.42 -0.884
O 0.43 3.80 2.74 -0.863
O -0.43 1.97 -3.41 -0.799
O -1.49 -2.04 -0.08 -0.904
O -1.48 0.20 -2.10 -0.926
O 3.93 -1.04 -1.54 -0.855
Pb -0.01 0.00 -0.17 1.633
O -0.55 2.31 1.18 -0.893
O 0.71 -1.67 4.37 -0.867
O -1.93 0.14 -4.38 -0.808
O -2.88 -0.22 0.54 -0.857
O 0.36 -0.51 2.40 -0.933
Cl 0.63 3.06 1.54 2.546
Cl -1.60 1.10 -3.28 2.437
O 2.01 0.34 -2.00 -0.873
Cl 2.57 -1.00 -1.88 2.612
```

The value obtained for the frontier orbital gap is 9.0 eV. The calculation puts the relative energy (zero: lowest compared OMol25 entry of this formula, charge and spin) at 20.4 kJ/mol. Its charge is -3. The value obtained for the HOMO energy is -1.8 eV. As for the lowest unoccupied orbital energy: 7.17 eV.


# 2
This record from the OMol25 dataset describes Cl9Hf as an isolated structure in a non-equilibrium geometry. The level of theory is wB97M-V/def2-TZVPD.

The geometry in XYZ format:
```
10
Properties=species:S:1:pos:R:3:nbo_charge:R:1
Cl -0.16 1.80 1.26 -0.506
Cl -2.12 -0.52 -0.63 -0.534
Cl -0.79 -1.79 -4.10 -0.987
Cl 0.64 1.11 -1.92 -0.570
Cl 2.66 3.25 0.41 -0.982
Cl 2.64 -0.34 1.00 -0.671
Cl -0.34 -1.32 2.14 -0.552
Hf 0.17 -0.23 0.10 1.361
Cl -3.47 0.36 2.68 -0.986
Cl 0.77 -2.32 -0.95 -0.573
```

The value obtained for the frontier orbital gap is 6.0 eV. The calculation puts the relative energy (zero: lowest compared OMol25 entry of this formula, charge and spin) at 0.0 kJ/mol. Its charge is -5. The value obtained for the HOMO energy is 6.2 eV. As for the lowest unoccupied orbital energy: 12.17 eV.


# 3
This record from the OMol25 dataset describes ClCu as an isolated structure. The level of theory is wB97M-V/def2-TZVPD.

The geometry in XYZ format:
```
2
Properties=species:S:1:pos:R:3:mulliken_spin:R:1
Cu -8.62 -10.06 -12.14 0.075
Cl -8.16 -10.58 -14.91 0.925
```

Its spin multiplicity is 2. The value obtained for the frontier orbital gap (alpha / beta) is 9.7 / 7.0 eV. The calculation puts the relative energy (zero: lowest compared OMol25 entry of this formula, charge and spin) at 76.0 kJ/mol. Its charge is +1. Its expectation value of S² is 0.757. The value obtained for the HOMO energy (alpha / beta) is -17.4 / -16.9 eV. As for the lowest unoccupied orbital energy (alpha / beta): -7.71 / -9.98 eV.


# 4
This record from the OMol25 dataset describes ClF2O4Sr2 as an isolated structure in a non-equilibrium geometry. The level of theory is wB97M-V/def2-TZVPD.

The geometry in XYZ format:
```
9
Properties=species:S:1:pos:R:3:mulliken_spin:R:1
F 0.85 -2.73 2.47 0.929
Sr 0.97 3.84 -0.18 0.000
Sr -1.89 -2.67 1.52 -0.004
O 1.53 -0.80 -1.59 0.017
O -0.74 -0.20 -1.86 0.018
Cl 0.33 -0.25 -0.95 -0.007
O 0.06 -1.03 0.22 0.042
F -1.59 2.82 0.76 0.000
O 0.47 1.01 -0.41 0.003
```

Its spin multiplicity is 2. The value obtained for the frontier orbital gap (alpha / beta) is 5.8 / 2.7 eV. The calculation puts the relative energy (zero: lowest compared OMol25 entry of this formula, charge and spin) at 245.3 kJ/mol. Its charge is +2. Its expectation value of S² is 0.754. The value obtained for the HOMO energy (alpha / beta) is -14.7 / -14.7 eV. As for the lowest unoccupied orbital energy (alpha / beta): -8.84 / -11.93 eV.


# 5
This record from the OMol25 dataset describes a 2-piece molecular cluster, ClFH2 overall in a non-equilibrium geometry. The level of theory is wB97M-V/def2-TZVPD.

The geometry in XYZ format:
```
4
Properties=species:S:1:pos:R:3:nbo_charge:R:1
F -1.66 0.00 -0.10 -0.560
Cl 0.95 -0.05 -0.01 -0.267
H -1.69 -0.20 0.82 0.561
H 0.42 1.11 0.14 0.267
```

The value obtained for the frontier orbital gap is 12.1 eV. The calculation puts the relative energy (zero: lowest compared OMol25 entry of this formula, charge and spin) at 32.4 kJ/mol. As for the SMILES: Cl.F. The value obtained for the HOMO energy is -11.3 eV. As for the lowest unoccupied orbital energy: 0.87 eV.


# 6
This record from the OMol25 dataset describes a 2-piece molecular cluster, ClFH2 overall in a non-equilibrium geometry. The level of theory is wB97M-V/def2-TZVPD.

The geometry in XYZ format:
```
4
Properties=species:S:1:pos:R:3:nbo_charge:R:1
Cl 0.32 -0.72 -1.00 -0.273
F -0.67 1.41 1.86 -0.559
H 1.35 -0.98 -1.75 0.273
H -0.89 0.51 2.05 0.559
```

The value obtained for the frontier orbital gap is 12.8 eV. The calculation puts the relative energy (zero: lowest compared OMol25 entry of this formula, charge and spin) at 12.2 kJ/mol. As for the SMILES: Cl.F. The value obtained for the HOMO energy is -11.9 eV. As for the lowest unoccupied orbital energy: 0.86 eV.


# 7
This record from the OMol25 dataset describes a 2-piece molecular cluster, ClFH2NOP overall in a non-equilibrium geometry. The level of theory is wB97M-V/def2-TZVPD.

The geometry in XYZ format:
```
7
Properties=species:S:1:pos:R:3:nbo_charge:R:1
N 0.95 -1.17 1.15 -1.195
O 1.36 -0.88 -1.55 -1.004
H -0.57 1.91 -1.11 0.570
Cl 2.93 0.77 0.25 -0.198
P 1.57 -0.59 -0.14 1.992
H 0.26 -1.88 0.98 0.399
F -0.10 1.83 -0.31 -0.565
```

The value obtained for the frontier orbital gap is 10.9 eV. The calculation puts the relative energy (zero: lowest compared OMol25 entry of this formula, charge and spin) at 136.0 kJ/mol. The value obtained for the HOMO energy is -10.9 eV. As for the lowest unoccupied orbital energy: 0.04 eV.


# 8
This record from the OMol25 dataset describes one molecule with the formula ClFHOPS2 in a non-equilibrium geometry. The level of theory is wB97M-V/def2-TZVPD.

The geometry in XYZ format:
```
7
Properties=species:S:1:pos:R:3:nbo_charge:R:1
P 0.39 0.41 -0.13 1.215
F -0.30 -2.31 0.32 -0.458
S 0.66 -1.57 -0.78 0.409
O -1.05 0.22 0.46 -0.966
Cl 1.47 0.55 1.70 -0.246
H -1.41 0.94 -0.01 0.510
S 0.23 1.77 -1.57 -0.464
```

The value obtained for the frontier orbital gap is 9.0 eV. The calculation puts the relative energy (zero: lowest compared OMol25 entry of this formula, charge and spin) at 119.3 kJ/mol. As for the SMILES: O[P@@](=S)(Cl)SF. The value obtained for the HOMO energy is -10.0 eV. As for the lowest unoccupied orbital energy: -0.99 eV.